{"formula": "C40H34B3N10O28", "method": "ωB97M-V/def2-TZVPD", "e_homo_ha": -0.131, "total_charge": -3, "largest_force_ha_per_bohr": 0.150, "orbital_gap_ev": 6.01, "mol_weight_g_mol": 1135.19, "energy_ha": -4273.93361, "lumo_energy_ev": 2.44, "symbols": ["O", "C", "O", "B", "O", "C", "O", "O", "C", "O", "C", "O", "O", "O", "C", "O", "B", "O", "C", "O", "O", "C", "O", "C", "O", "O", "O", "C", "O", "B", "O", "C", "O", "O", "C", "O", "C", "O", "O", "C", "C", "N", "H", "H", "H", "C", "C", "N", "H", "H", "H", "C", "C", "N", "H", "H", "H", "C", "C", "N", "H", "H", "H", "C", "C", "N", "H", "H", "H", "C", "C", "N", "H", "H", "H", "C", "C", "N", "H", "H", "H", "C", "C", "N", "H", "H", "H", "C", "C", "C", "C", "C", "C", "N", "O", "O", "H", "H", "H", "H", "H", "C", "C", "C", "C", "C", "C", "N", "O", "O", "H", "H", "H", "H", "H"], "positions_angstrom": [[0.043, 1.542, -2.213], [0.527, 0.921, -1.279], [1.596, 1.240, -0.531], [1.782, 0.332, 0.591], [0.698, -0.657, 0.477], [-0.175, -0.284, -0.545], [-1.193, -0.809, -0.873], [1.778, 1.005, 1.863], [2.995, 0.845, 2.415], [3.415, 1.264, 3.497], [3.784, -0.149, 1.501], [2.990, -0.507, 0.553], [4.939, -0.631, 1.798], [1.167, 5.135, 5.340], [0.530, 5.622, 4.390], [-0.675, 5.202, 4.028], [-1.051, 5.978, 2.831], [-0.001, 6.901, 2.544], [1.028, 6.728, 3.376], [2.078, 7.369, 3.410], [-2.335, 6.728, 3.018], [-3.237, 6.373, 2.219], [-4.403, 6.716, 2.193], [-2.604, 5.211, 1.398], [-1.365, 5.048, 1.682], [-3.217, 4.530, 0.596], [-6.264, 2.129, 8.848], [-5.332, 1.993, 8.054], [-4.418, 1.065, 8.171], [-3.423, 1.212, 7.076], [-3.993, 2.333, 6.242], [-5.111, 2.772, 6.743], [-5.747, 3.650, 6.304], [-3.320, -0.134, 6.413], [-2.051, -0.541, 6.198], [-1.518, -1.453, 5.493], [-1.224, 0.498, 7.021], [-2.066, 1.325, 7.648], [-0.005, 0.523, 7.151], [7.943, 6.998, 2.992], [7.244, 6.265, 3.960], [6.741, 5.553, 4.778], [8.838, 7.421, 3.449], [7.241, 7.666, 2.492], [8.342, 6.262, 2.294], [9.367, -3.227, -0.001], [9.193, -4.702, 0.115], [8.983, -5.806, 0.277], [10.337, -3.055, -0.468], [9.170, -2.644, 0.899], [8.617, -2.953, -0.743], [3.589, -2.523, -3.668], [3.810, -3.045, -5.049], [3.898, -3.447, -6.132], [4.478, -2.675, -3.056], [2.635, -2.858, -3.260], [3.493, -1.437, -3.679], [5.874, 3.822, -2.853], [7.007, 3.326, -2.116], [7.967, 3.007, -1.511], [5.864, 3.451, -3.878], [6.001, 4.904, -2.871], [4.962, 3.435, -2.400], [0.054, 2.741, -8.043], [0.055, 4.124, -8.516], [-0.052, 5.285, -8.767], [-0.831, 2.531, -7.442], [0.977, 2.614, -7.476], [0.084, 2.136, -8.949], [-5.773, 0.256, 2.132], [-6.721, 1.335, 2.269], [-7.543, 2.197, 2.211], [-5.696, -0.285, 3.075], [-4.822, 0.555, 1.691], [-6.325, -0.413, 1.472], [0.165, 6.465, -2.440], [-0.990, 6.401, -3.346], [-1.876, 6.326, -4.095], [-0.425, 6.703, -1.555], [0.914, 7.254, -2.525], [0.569, 5.453, -2.417], [1.798, -5.454, 3.400], [1.920, -5.774, 4.808], [1.947, -6.026, 5.934], [1.948, -4.394, 3.194], [0.735, -5.548, 3.180], [2.467, -6.022, 2.753], [-3.582, -6.945, 1.028], [-4.620, -7.801, 1.354], [-5.936, -7.384, 1.148], [-6.225, -6.113, 0.723], [-5.119, -5.254, 0.417], [-3.780, -5.673, 0.500], [-7.584, -5.543, 0.553], [-7.696, -4.343, 0.279], [-8.516, -6.354, 0.685], [-2.606, -7.325, 1.292], [-4.403, -8.772, 1.775], [-6.715, -8.093, 1.386], [-5.296, -4.212, 0.196], [-2.906, -5.047, 0.392], [-2.752, -2.905, -7.638], [-2.543, -4.062, -8.360], [-1.790, -5.137, -7.888], [-1.138, -4.929, -6.637], [-1.484, -3.818, -5.893], [-2.260, -2.798, -6.369], [-0.272, -5.998, -6.174], [-0.251, -7.088, -6.793], [0.390, -5.754, -5.156], [-3.485, -2.209, -8.018], [-3.021, -4.287, -9.302], [-1.524, -5.877, -8.628], [-1.253, -3.583, -4.864], [-2.430, -1.920, -5.764]], "forces_ev_per_angstrom": [[1.4705, -1.2091, 1.3068], [-1.1883, 1.1706, 0.4767], [-0.2215, 0.3621, -1.6359], [-1.4172, -1.2286, 0.0033], [-2.6245, 0.6214, -1.8456], [2.3024, -0.4448, 0.9946], [0.0887, -0.0969, 0.2347], [1.3623, 0.4362, 0.6076], [1.0282, 0.6347, 2.8317], [-1.4162, -0.8964, -3.2044], [4.5814, -1.5380, 2.8561], [0.8750, 0.0736, -1.2166], [-4.6646, 1.9390, -1.7023], [-1.5481, 1.9579, -2.7235], [2.0745, -2.2112, 2.7111], [0.4886, 1.1777, -0.6296], [-1.3890, -1.0241, -0.1723], [1.6187, 0.5892, -0.2119], [1.0618, 1.0434, 0.8348], [-2.4629, -1.5735, -0.3163], [2.5343, 1.4874, 2.3912], [-2.7919, -1.8352, -1.3914], [1.2199, 0.0897, -0.2759], [-2.8339, -1.0565, -2.3287], [1.7304, 0.9001, 1.4571], [0.3369, 0.6648, 0.5395], [1.4558, 0.1801, -1.3956], [-2.5184, -0.4290, 1.7892], [0.5198, 0.3611, -0.2944], [0.1114, -1.0208, 0.6514], [2.1846, -1.7276, -0.2667], [1.0359, -0.8250, 1.3884], [-1.8025, 1.6821, -0.6995], [0.4433, -1.2557, -1.8683], [1.6286, -0.8276, -1.5691], [-3.1509, 3.3084, 2.8896], [2.6123, 0.0072, 0.7438], [-0.0910, 0.6388, -0.9286], [-2.5507, -0.2341, -0.3126], [0.9196, 0.1701, -1.2438], [-3.1253, -4.5787, 5.3664], [2.1522, 3.2769, -3.5139], [-0.2874, 0.6793, -0.1006], [0.5321, 0.3480, -0.0643], [-0.1666, 0.0957, -0.4145], [-0.3806, -1.0658, -1.0910], [0.1751, 2.4272, 0.6987], [-0.1024, -1.5822, -0.0205], [0.0303, 0.2961, 0.3627], [0.2510, -0.4181, 0.0521], [-0.0145, 0.3578, 0.0181], [0.2931, 0.5642, -0.8246], [-0.4333, -0.0517, -0.2758], [0.0696, 0.4617, 1.2425], [-0.3553, -0.5579, 0.1809], [0.3919, -0.4977, 0.1401], [-0.0081, 0.1059, -0.4229], [-0.2261, -0.1990, -0.3595], [3.6830, -1.3090, 2.0849], [-2.9415, 0.9099, -1.8981], [0.2622, 0.0135, -0.0140], [-0.6639, 0.0116, 0.0446], [-0.1190, 0.5624, 0.1700], [0.4634, 0.4340, -0.6483], [-1.0610, 5.0601, -0.3798], [0.6661, -4.7868, 0.7016], [0.1510, 0.0522, -0.0396], [-0.1780, -0.3287, 0.1093], [-0.0372, -0.4107, 0.2738], [-0.6453, -0.6731, 0.0624], [-3.4075, 4.3772, -0.4452], [3.2232, -3.5485, 0.4369], [0.4827, 0.2052, 0.0305], [-0.1062, 0.0101, 0.2523], [0.4450, -0.3341, -0.3236], [-1.6292, -0.2846, 0.4574], [-0.3373, 0.3955, -2.2791], [1.1889, 0.1225, 1.2135], [0.7587, -0.3904, 0.9318], [-0.2737, -0.1365, -0.7197], [0.2332, 0.2192, 0.4351], [-0.5463, 0.7337, -0.2361], [0.2863, -0.0973, 1.0843], [0.0731, 0.0512, -0.8644], [0.4409, 0.0794, 0.3495], [0.0587, -0.5614, -0.4438], [-0.3091, -0.1676, 0.1430], [0.3524, -0.6692, 0.3167], [-0.4738, 0.8681, -0.5303], [-0.5772, -1.1908, 0.5638], [2.4047, 1.9455, -0.8137], [-0.0613, 0.0726, 0.1175], [-1.3823, -0.7815, 1.0906], [-0.6558, -0.3145, -0.0534], [0.0110, -2.0698, 0.4926], [1.0479, 1.4178, -0.1991], [0.3756, 0.2877, -0.2970], [-0.1295, -0.0381, -0.0308], [-0.2974, 0.1658, -0.0311], [-0.2685, -0.0414, -0.2453], [-0.3373, 0.3897, -0.3784], [-1.4302, -0.1432, -0.7113], [-0.0223, -1.5038, -0.2007], [1.3337, 2.0754, 0.5572], [-1.6763, -0.8574, -1.9343], [0.7801, 0.2641, 1.7003], [-0.0188, 0.3739, -0.6981], [1.0732, -1.2628, 1.2273], [-0.0538, 2.2288, 1.0734], [-0.8129, -0.5717, -1.4902], [0.2589, 0.4202, -0.1245], [-0.1493, 0.6572, -0.2363], [-0.0646, -0.5651, 0.6237], [0.9435, -1.0043, 0.1659], [-0.1400, -0.0854, 0.1077]]}